[1]
Molecular formula: C6H10OS3
Method: DFT, wB97M-V/def2-TZVPD

Geometry as XYZ:
```
20
Properties=species:S:1:pos:R:3
S 2.870 0.566 0.252
S 1.870 1.792 -0.945
S 2.761 -1.355 -0.643
O 1.910 0.260 1.542
C 0.895 -1.425 -0.803
C -0.842 0.259 -0.131
C 0.846 -0.688 1.540
C 0.153 -0.609 0.161
C -1.517 1.291 0.817
C -1.579 0.419 -1.400
H -2.470 0.840 1.045
H -0.914 1.315 1.684
H 0.234 -0.432 2.289
H -2.623 0.777 -1.332
H 0.707 -1.099 -1.796
H -0.939 0.934 -2.032
H 1.041 -1.772 1.817
H -1.459 2.163 0.354
H 0.691 -2.571 -0.679
H -1.634 -0.664 -1.739
```

Calculated values
- Gap between HOMO and LUMO: 0.3072 Ha
- Relative energy (zero: lowest compared OMol25 entry of this formula, charge and spin): 74.53 kJ/mol
- Highest occupied orbital energy: -8.14 eV

[2]
Molecular formula: C6H10S
Method: DFT, wB97M-V/def2-TZVPD

Geometry as XYZ:
```
17
Properties=species:S:1:pos:R:3
S -1.366 0.726 -0.686
C 0.321 -0.064 0.958
C -0.899 0.788 0.992
C -0.011 -1.742 -0.940
C 0.183 -0.307 -0.610
C 1.351 0.474 -1.259
C -1.721 1.367 1.854
H -0.792 -2.038 -0.294
H 2.252 -0.127 -1.421
H -0.378 -1.708 -1.880
H -1.754 1.407 2.972
H 1.242 0.323 1.172
H -2.559 1.993 1.548
H 1.690 1.415 -0.877
H 1.061 -2.196 -0.895
H 1.154 0.564 -2.293
H 0.227 -0.875 1.660
```

Calculated values
- Gap between HOMO and LUMO: 0.3260 Ha
- Relative energy (zero: lowest compared OMol25 entry of this formula, charge and spin): 239.32 kJ/mol
- Highest occupied orbital energy: -8.01 eV

Q: Which value of highest occupied orbital energy does entry 1 give?
A: -8.14 eV

Q: Look up the gap between HOMO and LUMO of the second one.
A: 0.3260 Ha

Q: The lowest highest occupied orbital energy belongs to which entry?
A: C6H10OS3